Entry 1:
The following is a quantum chemistry calculation of an isolated molecule of C4H8N2S in a non-equilibrium geometry, from the OMol25 dataset.

Geometry as XYZ:
```
15
Properties=species:S:1:pos:R:3:forces:R:3
C 1.599 0.933 0.809 0.0 0.9 -0.2
C 0.988 -1.397 0.249 -0.2 -0.3 -1.5
C -0.560 0.396 -0.192 -0.6 0.0 -0.2
C -2.634 0.123 -1.065 -0.5 0.2 -0.4
H 1.239 1.969 0.721 0.0 -0.4 -0.1
H 2.563 0.887 0.288 -0.2 -0.2 0.0
H 1.767 0.761 1.869 0.0 -0.3 0.2
H 0.224 -1.998 -0.307 0.5 0.8 0.7
H 1.103 -1.777 1.248 0.1 -0.2 0.5
H 1.923 -1.483 -0.316 0.0 -0.2 0.3
H -0.741 1.470 -0.220 0.2 0.2 0.1
H -2.708 1.234 -1.070 0.2 -0.4 0.1
N 0.637 0.016 0.250 -0.4 -0.5 0.0
N -1.481 -0.431 -0.598 0.4 0.0 0.1
S -3.917 -0.702 -1.666 0.5 0.3 0.3
```
Forces are in eV/Å.

SMILES   CN(C)/C=N/C=S
LUMO energy   0.26 eV
Max |F|   1.52 eV/Å

Entry 2:
The following is a quantum chemistry calculation of a cluster of 12 separate species, C32H94BrN6O13 in total in a non-equilibrium geometry, from the OMol25 dataset.

Geometry as XYZ:
```
146
Properties=species:S:1:pos:R:3:forces:R:3
N 2.193 -0.658 -1.990 0.8 -0.2 -1.7
H 1.874 -0.074 -1.237 -0.4 0.0 0.9
H 2.881 -0.121 -2.553 0.4 0.0 0.3
H 1.481 -0.829 -2.702 -0.9 0.2 -0.1
H 2.513 -1.628 -1.805 0.3 0.4 0.5
N -1.237 2.633 1.054 0.7 -1.0 -0.3
H -0.878 3.036 1.958 0.3 -0.2 -0.2
H -0.966 1.598 0.958 0.0 1.3 0.3
H -0.878 3.097 0.188 -0.1 -0.1 0.6
H -2.244 2.700 1.122 -0.7 0.1 -0.3
Br 0.455 -0.124 0.640 -0.1 -0.1 0.1
C 2.470 -3.911 -0.690 0.8 -0.2 0.0
O 2.587 -3.394 -2.037 -1.3 0.6 0.4
C 1.241 -3.565 -2.564 0.6 -1.0 -0.5
C 1.039 -3.271 -4.052 1.9 0.7 0.7
N 1.178 -1.857 -4.447 1.3 -0.3 1.4
C 0.457 -1.568 -5.635 1.0 1.8 -0.3
C 0.679 -0.093 -5.981 -0.4 -1.8 0.1
O 2.074 0.139 -6.110 -0.6 0.3 -0.2
C 2.292 1.296 -6.882 1.3 1.1 0.7
H 2.567 -4.994 -0.843 -0.4 0.1 0.7
H 1.534 -3.583 -0.207 0.2 -0.4 -0.3
H 3.284 -3.566 -0.033 0.0 0.0 -0.6
H 0.535 -3.000 -1.954 -0.1 0.2 0.1
H 1.027 -4.650 -2.425 -0.2 0.6 -0.1
H 0.008 -3.503 -4.175 -0.8 -0.6 -0.6
H 1.748 -3.889 -4.642 -0.8 -0.1 0.1
H 2.175 -1.618 -4.636 -0.9 -0.5 0.3
H -0.591 -1.685 -5.526 -1.0 -0.4 0.2
H 0.834 -2.137 -6.446 0.1 -0.9 -1.2
H 0.278 0.440 -5.124 -0.2 0.8 -0.2
H 0.121 0.014 -6.926 0.3 0.8 0.2
H 3.365 1.530 -6.837 -0.1 -0.4 -0.3
H 1.860 2.224 -6.454 -0.5 -0.6 -0.1
H 1.993 1.152 -7.903 -0.2 0.0 -0.5
C 4.841 -2.833 -4.312 -0.5 -0.8 0.3
O 4.484 -1.568 -3.850 -0.2 0.6 0.6
C 5.043 -0.536 -4.617 -0.6 0.1 -0.2
C 5.009 0.747 -3.849 2.8 -0.9 0.0
N 3.721 1.236 -3.691 -2.0 0.0 0.9
C 3.640 2.579 -3.202 0.8 0.7 1.2
C 3.986 2.703 -1.692 0.4 1.3 -1.1
O 2.895 2.356 -0.905 -0.7 0.0 1.2
C 3.168 2.786 0.445 0.2 1.1 -0.6
H 5.845 -2.881 -4.696 0.7 0.2 0.0
H 4.196 -3.075 -5.151 -0.3 -0.6 -0.1
H 4.749 -3.523 -3.460 -0.2 0.1 -0.6
H 4.471 -0.336 -5.532 -0.1 -0.5 -0.2
H 6.038 -0.835 -4.908 0.6 0.2 -0.1
H 5.621 1.411 -4.449 0.5 0.6 -0.2
H 5.556 0.594 -2.897 -0.4 0.2 -0.2
H 3.155 1.040 -4.496 -0.3 0.1 -0.4
H 2.635 2.973 -3.262 -0.4 0.0 -0.3
H 4.311 3.288 -3.738 -0.2 -0.4 0.1
H 4.160 3.782 -1.509 0.3 -0.3 -0.2
H 4.888 2.176 -1.348 -0.1 -0.1 -0.4
H 3.493 3.890 0.492 -0.7 -1.5 -0.2
H 3.952 2.181 0.840 0.9 -0.4 0.3
H 2.326 2.585 1.071 -0.8 0.1 0.1
C 3.252 4.998 4.146 0.2 0.2 -2.1
O 2.350 3.984 3.631 0.6 0.8 0.3
C 1.933 3.089 4.635 -1.2 -1.5 -0.2
C 0.650 2.372 4.125 1.3 0.6 -1.9
N -0.375 3.348 3.794 0.1 1.2 -1.1
C -1.653 3.337 4.505 1.9 0.3 1.2
C -2.438 4.615 4.379 -2.1 -1.0 0.2
O -2.580 4.926 2.995 -0.1 -0.8 -0.2
C -3.578 5.885 2.733 0.8 1.4 -0.4
H 3.031 5.987 3.676 0.0 -0.9 -0.1
H 4.313 4.735 3.845 -1.1 0.2 1.0
H 3.042 5.191 5.177 0.5 -0.3 0.9
H 1.626 3.654 5.510 0.2 0.1 0.5
H 2.663 2.293 4.894 0.0 0.7 -0.1
H 0.310 1.596 4.755 -0.4 -0.4 1.3
H 0.919 1.784 3.204 0.0 0.6 0.4
H 0.062 4.287 3.695 -0.6 -0.9 0.3
H -1.439 3.109 5.569 -0.5 0.3 -0.2
H -2.240 2.519 4.154 -0.6 -0.7 -0.4
H -2.098 5.495 4.898 0.7 0.3 0.3
H -3.446 4.340 4.878 1.1 0.6 -0.9
H -3.515 6.612 3.557 -0.1 0.5 -0.6
H -4.579 5.497 2.795 -0.6 -0.6 -0.1
H -3.417 6.343 1.692 -0.1 -0.6 1.7
C -1.879 -8.173 -1.410 0.2 -1.3 0.8
O -2.627 -6.975 -1.239 0.5 -0.1 0.4
C -2.795 -6.646 0.156 -1.5 1.1 -0.9
C -3.363 -5.235 0.316 -0.2 -0.7 -0.8
N -2.372 -4.222 0.024 -0.4 -0.7 1.5
C -2.818 -2.970 -0.467 -1.6 -0.1 -1.3
C -4.034 -2.449 0.307 -0.5 0.6 0.5
O -3.716 -2.326 1.688 -1.1 -0.9 -0.5
C -3.087 -1.152 2.045 -2.1 1.1 -0.4
H -0.832 -8.102 -1.035 -0.6 0.2 0.0
H -1.787 -8.598 -2.429 -0.5 1.2 0.1
H -2.390 -9.002 -0.866 0.4 0.5 0.0
H -1.941 -6.644 0.727 3.0 -0.3 0.8
H -3.406 -7.335 0.702 -0.9 -0.8 -0.2
H -3.772 -5.084 1.310 0.0 -0.2 0.3
H -4.207 -5.241 -0.368 -0.4 0.4 -0.4
H -1.628 -4.627 -0.474 0.9 -0.2 -0.9
H -3.197 -3.086 -1.535 0.6 0.5 0.6
H -1.998 -2.261 -0.368 0.0 0.3 -0.3
H -4.936 -3.102 0.310 0.9 0.1 -0.4
H -4.413 -1.467 -0.141 0.7 -0.9 0.6
H -3.208 -1.008 3.090 0.2 0.0 1.0
H -3.606 -0.302 1.562 0.1 0.1 0.0
H -2.103 -1.133 1.740 2.5 0.1 -0.4
C -2.159 0.195 -3.324 -1.6 0.7 -0.9
O -1.009 0.319 -2.553 0.7 0.5 -1.3
H -2.094 -0.504 -4.195 0.2 0.3 0.8
H -3.141 0.018 -2.801 1.2 -0.2 0.0
H -2.271 1.208 -3.705 -0.4 0.0 -0.7
H -1.073 -0.157 -1.767 0.0 -1.3 2.3
C -0.249 3.566 -2.686 -2.2 -1.1 -0.2
O 0.111 3.457 -1.347 1.3 -0.3 1.5
H -1.111 4.250 -2.737 0.5 0.1 0.0
H 0.525 3.892 -3.338 0.8 0.4 -0.5
H -0.666 2.592 -3.018 0.5 0.4 -0.2
H 0.928 2.910 -1.210 -0.7 0.5 -0.5
C 0.183 -3.258 3.127 1.3 -0.9 -1.1
C 1.121 -2.258 3.772 0.7 0.0 -0.2
O 0.496 -1.022 3.958 -0.6 0.6 2.1
H -0.156 -2.860 2.155 -0.3 0.1 0.6
H -0.654 -3.589 3.757 0.4 0.1 -0.3
H 0.849 -4.107 2.791 -0.9 0.3 0.7
H 1.987 -2.042 3.100 -0.3 -0.7 0.5
H 1.498 -2.572 4.775 -0.2 0.0 -0.8
H 0.474 -0.530 3.160 0.0 0.5 -1.6
C -6.222 2.750 2.425 2.9 0.3 0.1
C -5.396 2.751 1.106 -1.2 2.7 0.4
O -4.032 2.936 1.416 0.6 -1.6 -1.6
H -5.890 1.862 2.940 -0.6 -0.6 0.4
H -7.271 2.837 2.286 -0.8 0.0 0.0
H -5.789 3.569 3.096 -1.0 -0.6 -1.0
H -5.700 3.707 0.556 0.1 -1.5 0.1
H -5.489 1.863 0.485 -0.2 0.1 0.1
H -3.932 3.394 2.218 0.2 1.1 1.7
C -0.483 -0.417 7.432 1.7 1.1 0.4
C -1.511 -0.917 6.471 -1.2 0.9 0.7
O -1.675 0.038 5.427 1.1 -0.1 -0.8
H -0.675 0.606 7.860 -0.1 -0.8 -0.8
H 0.432 -0.376 6.800 -0.1 0.3 0.7
H -0.241 -1.006 8.322 -0.3 -0.5 -0.4
H -2.480 -0.943 6.977 0.0 -0.5 -0.3
H -1.221 -1.885 6.085 -0.1 -0.4 -0.2
H -0.821 -0.013 4.915 -1.2 -0.2 0.5
```
Forces are in eV/Å.

Charge   +1
LUMO energy   -1.26 eV
Max |F|   3.07 eV/Å

Entry 3:
The following is a quantum chemistry calculation of an isolated molecule of C5H10O in a non-equilibrium geometry, from the OMol25 dataset.

Geometry as XYZ:
```
16
Properties=species:S:1:pos:R:3:forces:R:3
C 2.469 0.330 0.271 0.1 0.1 0.3
C 1.268 0.067 -0.638 0.3 -0.9 0.1
C -0.042 -0.408 -0.118 -0.4 -0.8 0.7
O 0.029 -1.517 0.404 -1.2 0.4 0.8
C -1.392 0.149 -0.493 -0.1 0.1 0.1
C -2.375 -0.013 0.662 -0.2 0.0 0.1
H 3.337 0.480 -0.383 -0.2 0.0 0.2
H 2.395 1.189 0.940 -0.1 0.0 -0.1
H 2.670 -0.567 0.863 0.0 0.2 0.1
H 1.369 -1.072 -0.718 1.6 1.6 -2.5
H 1.190 0.827 -1.444 0.1 -1.0 0.1
H -1.723 -0.476 -1.338 0.1 0.2 0.1
H -1.343 1.179 -0.859 0.1 -0.1 0.1
H -2.175 0.723 1.446 0.0 -0.1 -0.1
H -3.400 0.122 0.311 0.0 0.0 0.1
H -2.276 -1.013 1.094 0.0 0.2 -0.1
```
Forces are in eV/Å.

SMILES   CCC(=O)CC
LUMO energy   0.70 eV
Max |F|   3.36 eV/Å

Entry 4:
The following is a quantum chemistry calculation of a cluster of 2 separate species, C26H33F2 in total in a non-equilibrium geometry, from the OMol25 dataset.

Geometry as XYZ:
```
61
Properties=species:S:1:pos:R:3:forces:R:3
C -6.307 -0.232 -0.495 0.0 0.0 0.3
C -5.928 -1.540 0.228 -0.1 0.1 -0.2
C -4.437 -1.890 0.379 0.1 -0.2 0.5
C -3.589 -1.852 -0.897 -0.2 -0.2 -0.3
C -2.088 -1.527 -0.703 -0.1 -0.1 -0.1
C -1.696 -0.206 -0.063 0.6 0.1 0.2
C -0.809 -0.178 0.958 -1.0 -0.2 -0.4
C -2.105 1.098 -0.728 -0.2 0.1 -0.1
C -3.607 1.407 -0.912 -0.3 0.2 -0.3
C -4.445 1.436 0.371 0.1 0.2 0.5
C -5.934 1.080 0.227 -0.1 -0.1 -0.2
H -5.941 -0.232 -1.532 -0.1 0.0 0.2
H -7.406 -0.234 -0.568 0.3 0.0 -0.1
H -6.368 -1.511 1.238 0.1 -0.1 -0.3
H -6.431 -2.363 -0.304 0.1 0.1 0.1
H -3.984 -1.258 1.158 -0.1 -0.1 -0.2
H -4.400 -2.918 0.781 0.1 0.4 0.0
H -3.650 -2.851 -1.362 0.1 0.3 0.0
H -4.033 -1.174 -1.637 0.2 -0.2 0.3
H -1.616 -2.340 -0.126 -0.1 0.2 -0.2
H -1.651 -1.537 -1.717 0.0 -0.1 0.3
H -0.542 0.779 1.416 0.0 -0.3 -0.1
H -0.464 -1.114 1.408 0.0 0.4 0.0
H -1.636 1.924 -0.169 -0.1 -0.2 -0.2
H -1.674 1.091 -1.745 0.0 0.1 0.3
H -3.683 2.405 -1.377 0.1 -0.3 0.0
H -4.050 0.723 -1.647 0.2 0.2 0.3
H -3.984 0.802 1.143 -0.1 0.1 -0.2
H -4.409 2.462 0.779 0.1 -0.4 0.0
H -6.443 1.899 -0.304 0.1 -0.1 0.1
H -6.370 1.048 1.239 0.1 0.1 -0.3
C 4.616 -0.757 -5.064 -0.2 -0.1 -0.6
C 4.077 -0.459 -3.713 -0.2 -0.1 0.4
C 4.913 0.000 -2.699 1.0 0.3 0.5
F 6.245 0.135 -2.998 -1.3 0.1 0.3
C 4.475 0.329 -1.431 -0.2 -0.4 0.0
C 3.123 0.027 -1.054 0.2 0.2 -0.9
C 2.593 0.151 0.259 0.5 0.1 0.0
C 3.282 0.347 1.486 0.3 -0.2 0.7
C 4.702 0.238 1.667 -0.2 0.3 0.1
C 5.259 0.621 2.872 1.0 -0.1 -0.7
F 6.625 0.693 2.980 -1.3 -0.3 -0.1
C 4.516 0.944 4.004 -0.3 0.1 -0.3
C 5.182 1.292 5.284 -0.1 0.0 0.5
C 3.119 0.920 3.867 0.0 0.1 0.2
C 2.515 0.646 2.658 -0.1 -0.2 -0.5
C 2.251 -0.400 -2.110 -0.1 0.2 0.5
C 2.721 -0.618 -3.391 0.0 -0.1 -0.1
H 3.787 -1.007 -5.729 0.2 0.0 0.0
H 5.155 0.096 -5.490 0.0 -0.2 0.2
H 5.304 -1.612 -5.050 -0.1 0.2 0.1
H 5.146 0.825 -0.736 0.0 -0.2 -0.3
H 1.504 0.088 0.334 0.1 0.0 0.0
H 5.335 -0.152 0.876 0.0 0.2 0.3
H 4.422 1.405 6.060 0.2 0.0 0.0
H 5.888 0.516 5.605 -0.1 0.1 -0.2
H 5.735 2.237 5.214 0.0 -0.2 -0.1
H 2.521 1.144 4.753 0.1 -0.1 -0.4
H 1.428 0.641 2.580 0.3 0.1 0.0
H 1.192 -0.546 -1.884 0.3 -0.1 0.0
H 2.048 -0.942 -4.189 0.1 0.1 0.4
```
Forces are in eV/Å.

Charge   +1
LUMO energy   -5.83 eV
Max |F|   1.34 eV/Å